Density functional theory data (ωB97M-V with the def2-TZVPD basis set) for a cluster of 2 separate species, C11H18N2O in total at a distorted geometry.

```
32
Properties=species:S:1:pos:R:3
C -0.185 1.156 2.069
C -1.403 1.992 0.008
C -0.385 -0.209 1.451
C -1.430 -1.703 -0.397
C -1.083 2.235 1.446
C -0.873 -0.293 0.198
C 0.181 -1.307 2.161
C 2.137 1.055 -0.894
C 0.534 0.023 -2.594
C 2.042 -1.324 -0.920
C 1.521 -0.016 -1.392
N -1.234 0.851 -0.529
N -2.543 -1.410 -1.120
O -0.892 -2.766 -0.201
H -0.430 0.933 3.208
H -1.657 2.859 -0.619
H -2.009 2.297 1.929
H -0.576 3.360 1.650
H 1.191 -1.062 2.646
H 0.330 -2.288 1.566
H -0.298 -1.687 3.165
H 1.920 2.090 -1.070
H 2.864 0.919 -0.003
H 0.960 1.412 2.091
H 0.112 1.066 -2.614
H 0.998 -0.170 -3.445
H -0.204 -0.707 -2.324
H 2.748 -1.640 -1.706
H 1.227 -2.026 -0.879
H 2.330 -1.139 0.079
H -2.851 -0.398 -1.210
H -3.042 -2.104 -1.751
```

Output
Structure (SMILES): CC1=C(C(N)=O)N=CCC1.C=C(C)C
Maximum force: 6.03 eV Å⁻¹
HOMO-LUMO gap: 9.00 eV
Lowest unoccupied orbital energy: 0.470 eV

Now the Löwdin charges, all in e:
1. C -0.148
2. C -0.134
3. C -0.286
4. C -0.482
5. C -0.165
6. C -0.160
7. C -0.094
8. C -0.002
9. C -0.029
10. C -0.066
11. C -0.420
12. N 0.053
13. N 0.134
14. O 0.038
15. H 0.152
16. H 0.117
17. H 0.080
18. H 0.174
19. H 0.105
20. H 0.102
21. H 0.119
22. H 0.043
23. H 0.089
24. H 0.143
25. H 0.092
26. H 0.022
27. H 0.048
28. H 0.104
29. H 0.053
30. H 0.055
31. H 0.120
32. H 0.143



Density functional theory data (ωB97M-V with the def2-TZVPD basis set) for the molecule C25H37N5O2 at a distorted geometry.

```
69
Properties=species:S:1:pos:R:3
C 7.231 -2.157 -0.861
H 8.259 -2.032 -0.531
H 6.814 -3.023 -0.354
H 7.226 -2.347 -1.931
C 6.421 -0.893 -0.554
N 5.144 -0.968 -1.241
C 4.565 0.248 -1.750
C 3.626 0.979 -0.774
H 3.234 1.861 -1.283
H 4.185 1.301 0.105
C 2.498 0.036 -0.357
N 1.564 0.597 0.631
C 1.380 2.039 0.671
C 0.436 2.574 -0.409
N -0.849 1.925 -0.248
C -0.687 0.497 -0.432
H -1.664 0.017 -0.340
C 0.265 -0.081 0.627
H 0.441 -1.132 0.372
C -0.388 -0.051 2.017
H -1.333 -0.593 1.963
C 0.497 -0.705 3.082
H 0.743 -1.732 2.764
O 1.672 0.014 3.342
H 2.039 0.249 2.471
H -0.044 -0.765 4.031
H -0.607 0.976 2.303
H -0.292 0.273 -1.443
C -1.880 2.469 -1.115
C -3.233 1.955 -0.705
C -4.126 1.438 -1.632
C -5.365 0.961 -1.239
C -5.712 0.988 0.103
C -4.829 1.510 1.041
C -3.601 1.991 0.635
H -2.905 2.387 1.357
H -5.123 1.533 2.079
O -6.953 0.585 0.569
C -7.509 -0.544 0.146
N -6.812 -1.391 -0.605
C -7.412 -2.515 -0.951
C -8.708 -2.816 -0.564
C -9.342 -1.857 0.216
N -8.755 -0.732 0.572
H -10.356 -1.987 0.573
H -9.192 -3.733 -0.850
H -6.820 -3.188 -1.560
H -6.054 0.566 -1.968
H -3.858 1.408 -2.678
H -1.692 2.237 -2.179
H -1.862 3.559 -1.002
H 0.310 3.652 -0.277
H 0.861 2.396 -1.415
H 2.346 2.536 0.613
H 0.945 2.281 1.645
C 3.147 -1.216 0.252
C 4.129 -1.861 -0.737
H 4.608 -2.723 -0.272
H 3.557 -2.224 -1.602
H 3.662 -0.925 1.167
H 2.388 -1.953 0.516
H 1.960 -0.260 -1.275
H 5.366 0.922 -2.060
H 3.986 -0.017 -2.645
C 6.376 -0.665 0.963
H 5.834 0.244 1.211
H 5.907 -1.505 1.469
H 7.391 -0.566 1.342
H 6.950 -0.045 -1.006
```

Output
Structure (SMILES): CC(C)N1CCC(N2CCN(Cc3ccc(Oc4ncccn4)cc3)C[C@@H]2CCO)CC1
Maximum force: 1.29 eV Å⁻¹
HOMO-LUMO gap: 8.75 eV
Lowest unoccupied orbital energy: 0.697 eV

Now the Löwdin charges, all in e:
1. C -0.061
2. H 0.074
3. H 0.068
4. H 0.078
5. C -0.414
6. N -0.160
7. C -0.174
8. C -0.127
9. H 0.108
10. H 0.112
11. C -0.305
12. N -0.113
13. C -0.148
14. C -0.162
15. N -0.166
16. C -0.132
17. H 0.127
18. C -0.282
19. H 0.142
20. C -0.127
21. H 0.121
22. C -0.267
23. H 0.113
24. O -0.081
25. H 0.047
26. H 0.115
27. H 0.109
28. H 0.127
29. C -0.156
30. C -0.228
31. C -0.026
32. C -0.011
33. C -0.240
34. C 0.012
35. C -0.027
36. H 0.115
37. H 0.120
38. O 0.081
39. C -0.402
40. N 0.145
41. C -0.119
42. C -0.052
43. C -0.126
44. N 0.153
45. H 0.110
46. H 0.095
47. H 0.111
48. H 0.112
49. H 0.112
50. H 0.126
51. H 0.130
52. H 0.125
53. H 0.123
54. H 0.112
55. H 0.123
56. C -0.115
57. C -0.169
58. H 0.115
59. H 0.125
60. H 0.107
61. H 0.110
62. H 0.146
63. H 0.120
64. H 0.124
65. C -0.053
66. H 0.065
67. H 0.076
68. H 0.077
69. H 0.135